# 1
The following is a quantum chemistry calculation of 3 unconnected molecules or ions with the total composition H6O3, from the Open Molecules 2025 dataset.

Structure (ORCA input):
```
! wB97M-V def2-TZVPD RIJCOSX def2/J DEFGRID3
* xyz 0 1
O 20.03320 -4.06998 8.53843
O 21.13172 0.95234 8.85323
O 21.76464 -1.83631 9.71106
H 20.20557 0.99770 8.69535
H 20.97576 -4.10325 8.37097
H 21.42601 -2.71625 9.48866
H 21.13668 0.01944 9.12015
H 22.16310 -1.95508 10.53991
H 19.62666 -3.17613 8.48433
*
```

## Properties
SMILES string: O.O.O
Largest force on an atom: 2.1 eV/A
Gap between HOMO and LUMO: 11.5289 eV

---

# 2
The following is a quantum chemistry calculation of a molecular structure, C3H8F2N3, from the Open Molecules 2025 dataset.

Structure (ORCA input):
```
! wB97M-V def2-TZVPD RIJCOSX def2/J DEFGRID3
* xyz 1 1
F -4.46938 -0.99871 0.90736
F -5.11942 0.46769 -0.48940
N -2.83225 0.24412 -0.16520
N 1.10579 0.37364 0.53129
N -1.00813 1.69933 0.40774
C -2.04246 1.07583 0.11341
C -4.20186 -0.48144 -0.27866
C 0.68057 -0.76070 -0.37530
H 1.49782 0.10217 1.43332
H -0.00375 1.15159 0.61521
H -0.82753 2.68800 0.69604
H 1.67163 1.03146 0.03125
H -0.29270 -1.09508 0.08473
H 0.47864 -0.21668 -1.36995
H 1.38246 -1.65916 -0.54352
H -4.18770 -1.07994 -1.08768
*
```

## Properties
Largest force on an atom: 5.4 eV/A
Gap between HOMO and LUMO: 11.4305 eV

---

# 3
The following is a quantum chemistry calculation of a gas-phase ion, C5H13N2 (charge +2), from the Open Molecules 2025 dataset.

Structure (ORCA input):
```
! wB97M-V def2-TZVPD RIJCOSX def2/J DEFGRID3
* xyz 2 2
N -1.42130 -0.12130 -0.25786
N 0.86810 -1.76061 -0.05065
C 1.54843 -0.54710 0.45611
C -0.76235 1.18806 -0.31562
C 1.65723 0.56888 -0.62349
C -2.30054 -0.27582 1.01100
C 0.59280 1.54961 -0.43826
H 1.60547 0.24833 -1.69303
H -1.45666 2.01148 -0.12455
H -2.61182 0.70943 1.35302
H -2.08304 -0.19072 -1.03748
H -0.61202 -0.83428 -0.30940
H -1.66804 -0.74719 1.75719
H -3.13804 -0.90505 0.70072
H 2.56533 1.16655 -0.52112
H 1.59930 -2.24916 -0.56715
H 0.70279 2.62169 -0.61731
H 1.25098 -0.20632 1.44196
H 2.58129 -0.91350 0.55253
H 0.66648 -2.39602 0.72367
*
```

## Properties
Largest force on an atom: 2.3 eV/A
<S²>: 0.755
Gap between HOMO and LUMO (spin up / spin down): 10.0675 / 5.5584 eV

---

# 4
The following is a quantum chemistry calculation of a molecular structure, C14H33FeNO4P2S4, from the Open Molecules 2025 dataset.

Structure (ORCA input):
```
! wB97M-V def2-TZVPD RIJCOSX def2/J DEFGRID3
* xyz -1 6
Fe -0.10372 -0.35055 0.77773
S -1.56081 -1.33276 -2.11299
S -0.11567 -3.58377 1.80830
S 1.24840 3.04613 1.32476
S -1.71664 1.36458 1.40081
P 2.32416 -0.53065 0.44907
P -0.70160 3.06383 1.13984
O 1.05125 -4.26299 1.09128
O -1.41796 4.13131 2.09584
O -1.12569 3.68942 -0.29201
O -0.72965 -0.32984 -1.34812
N -0.20365 -2.05740 1.52234
C 3.00404 -0.95615 2.10455
C -0.45326 -2.67084 -2.67652
C 3.47546 0.74024 -0.21472
C -0.85492 5.44364 2.24204
C -2.13057 -3.84954 -1.36102
C 4.49106 -0.71347 2.35239
C -0.66061 -3.88327 -1.77687
C 2.99492 1.26199 -1.56640
C 4.09436 -2.58410 -0.54472
C 2.68988 -1.99371 -0.59440
C -2.39218 -2.41649 -0.91465
C -0.75733 2.94867 -1.46638
C -0.25303 5.59062 3.62180
C -1.99984 2.64597 -2.27156
H 2.40997 -0.38420 2.82053
H 4.76364 -1.04821 3.35574
H 4.49008 0.33967 -0.28596
H 2.72615 -2.00300 2.25644
H -0.73080 -2.87100 -3.71397
H 0.55070 -2.24944 -2.65238
H 3.49505 1.55804 0.50654
H -2.77969 -4.12638 -2.19962
H -0.02792 -3.82252 -0.88902
H -0.04487 3.55677 -2.02826
H -3.44254 -2.13358 -0.86439
H -1.00091 5.37592 4.38600
H -0.40671 -4.80508 -2.30309
H 4.86946 -1.85244 -0.78653
H 4.30110 -2.99430 0.44393
H 0.11433 6.60937 3.76559
H 1.98093 1.65462 -1.47819
H -1.73119 2.12227 -3.19134
H -2.32406 -4.53305 -0.53437
H 2.43164 -1.70054 -1.61755
H 3.63802 2.06608 -1.92989
H -2.66619 2.01015 -1.68851
H 4.18148 -3.40790 -1.25671
H -0.10144 5.61627 1.47161
H -1.67545 6.14654 2.08716
H 2.98766 0.47256 -2.32152
H -2.52551 3.56696 -2.52940
H 1.97003 -2.74960 -0.26491
H 0.57717 4.89491 3.73707
H -1.89121 -2.21986 0.04238
H 5.12310 -1.24692 1.64274
H 4.73600 0.34766 2.28276
H -0.26096 2.01594 -1.18909
*
```

## Properties
Largest force on an atom: 0.2 eV/A
<S²>: 8.772
Gap between HOMO and LUMO (spin up / spin down): 4.1777 / 6.7874 eV

---

# 5
The following is a quantum chemistry calculation of a gas-phase ion, C11H15NPS (charge +1), from the Open Molecules 2025 dataset.

Structure (ORCA input):
```
! wB97M-V def2-TZVPD RIJCOSX def2/J DEFGRID3
* xyz 1 1
S 1.50002 -2.02243 1.49961
P -0.82572 -3.32480 -0.10743
N 0.49789 -4.34695 2.06824
C -1.87754 2.73249 -2.10336
C 0.34105 -3.14423 1.13717
C -0.05520 0.02911 1.50359
C 1.22818 -0.07822 -0.57795
C -0.73544 1.02772 0.90912
C -1.32314 2.71476 -0.90395
C 2.27756 -0.85618 -1.39493
C 0.56613 0.96696 -1.14773
C -1.46793 3.91782 -0.00118
C 0.86434 -0.60028 0.65913
C -0.44608 1.57867 -0.37419
H 1.39346 -4.69551 1.97954
H -0.09423 -5.08252 1.70401
H 2.17028 -1.98251 -1.20546
H 0.33593 -4.10720 2.99883
H -0.26695 -0.21205 2.45263
H -0.43276 -2.17715 -0.98465
H 3.37219 -0.68915 -1.06615
H -0.44813 4.58992 -0.15615
H 2.14409 -0.66012 -2.47590
H -1.39042 3.55105 1.08182
H -2.50027 3.59370 -2.17178
H -1.72735 1.87936 -2.72575
H -1.54954 1.57000 1.52342
H 0.82768 1.31726 -2.11273
H -2.37809 4.51049 -0.00781
*
```

## Properties
SMILES string: [H]/P=C(/[NH3+])Sc1ccc(C(=C)C)cc1C
Largest force on an atom: 4.5 eV/A
Gap between HOMO and LUMO: 7.4454 eV

---

# 6
The following is a quantum chemistry calculation of 12 unconnected molecules or ions with the total composition C44H123N11O12, from the Open Molecules 2025 dataset.

Structure (ORCA input):
```
! wB97M-V def2-TZVPD RIJCOSX def2/J DEFGRID3
* xyz 0 1
O 10.04698 -2.37260 25.16865
O 13.13298 -7.76385 23.38799
O 14.01327 -3.42126 27.59857
O 9.45861 -7.51052 32.13587
O 5.94694 -1.54899 31.38387
O 4.00135 -4.20076 27.95209
O 9.79915 -5.76452 29.66202
O 14.84851 -6.62903 32.35434
O 12.79314 -9.95202 30.85715
O 8.37765 0.63513 28.45266
O 9.32500 -3.72490 35.81646
O 6.96592 -7.09715 26.68788
N 8.92949 -2.65692 39.21919
N 12.58866 -4.90760 29.70466
N 6.46915 -9.21110 31.02217
N 13.81956 -6.38067 26.05785
N 12.16469 -8.66145 27.39098
N 7.80685 -10.63424 26.58057
N 0.69707 -3.77360 29.61471
N 9.38411 -2.51543 30.00165
N 10.91142 -4.84736 26.50325
N 6.74445 -0.87636 34.09962
N 15.85533 -4.20199 34.92942
C 7.87004 -9.22234 24.60748
C 15.50769 -7.09974 31.19358
C 4.53928 -4.82551 26.79789
C 7.57649 -2.10908 28.13048
C 14.07815 -3.10099 28.98936
C 9.66137 -3.60035 24.63991
C 6.85573 -8.47564 26.81141
C 12.75578 -3.48795 29.73043
C 2.15118 -4.05172 29.55570
C 2.62177 -4.16666 28.07082
C 11.90232 -8.85094 28.85756
C 5.13563 -0.91739 30.40162
C 7.99095 -9.24074 26.15861
C 10.72573 -4.68474 25.03855
C 13.56609 -7.21786 22.15942
C 6.49347 -6.77596 31.31359
C 8.69052 2.00840 28.81393
C 7.82984 -6.50920 27.66606
C 13.67919 -10.95182 31.43882
C 12.72792 -2.92894 31.14820
C 14.19851 -8.05240 24.27022
C 5.20685 -1.97817 32.54322
C 6.04069 -2.13564 33.82046
C 9.24202 -1.31899 24.76326
C 5.11279 -2.57084 34.96331
C 12.91799 -9.81975 29.47488
C 10.64509 -7.84876 32.84971
C 10.16980 -5.99060 24.51416
C 10.48555 -9.42110 29.06107
C 9.03375 -2.35032 37.78863
C 10.04987 -4.80606 35.11983
C 15.55790 -5.54154 33.00579
C 15.04507 -5.30884 34.39200
C 8.90736 -0.29091 29.38695
C 9.53790 -0.93604 37.62541
C 15.95026 -7.52215 25.89123
C 9.76731 -3.51514 37.18062
C 13.57071 -4.82576 34.52549
C 7.31840 -8.06495 31.20613
C 13.26970 -2.41671 26.93261
C 8.37116 -8.38656 32.28963
C 8.99189 -1.69543 28.87671
C 14.80432 -6.90455 25.13085
C 2.53694 -5.30290 30.42500
H 12.88381 -5.60690 34.30522
H 13.52736 -11.90269 30.90009
H 14.69864 -10.60270 31.34042
H 12.62320 -7.17066 21.52460
H 5.97161 -8.82850 26.26573
H 7.81336 -8.17303 24.29134
H 4.41803 -1.74898 35.10628
H 14.52411 -2.12834 29.11941
H 15.48920 -8.18049 26.63399
H 13.92536 -6.20444 22.24343
H 9.42075 -0.70718 36.56214
H 15.50164 -4.58527 32.42655
H 2.15671 -3.32408 27.52078
H 8.96107 -8.85077 26.44692
H 13.75980 -1.41034 26.92201
H 11.63457 -4.45330 24.52570
H 11.35932 -7.05250 32.66483
H 12.94269 -6.13660 25.64699
H 11.42962 -8.07433 27.01501
H 0.24573 -4.65095 29.71652
H 7.38124 -0.66582 33.31816
H 2.04572 -5.06790 31.39773
H 2.64047 -3.13346 29.90253
H 9.55929 -6.32918 30.43292
H 13.73008 -3.08221 31.68202
H 13.26587 -2.75236 25.92896
H 6.89259 -10.09122 30.77641
H 6.81234 -2.42607 28.81783
H 9.22317 -6.19665 25.02468
H 2.26508 -5.10622 27.62376
H 10.72795 -5.49202 29.83891
H 10.82463 -6.85456 24.70379
H 13.31028 -5.40650 30.28054
H 14.87002 -7.86807 30.77147
H 11.98505 -7.93978 29.42982
H 16.58415 -5.81360 33.09359
H 9.46544 -3.49742 23.56874
H 16.45213 -7.57356 31.40197
H 10.24670 -9.65937 30.12078
H 16.44246 -6.81743 26.54640
H 6.79279 -2.95650 33.66459
H 10.81229 -3.36489 37.33048
H 15.59398 -6.37004 30.34553
H 4.42777 -0.24118 30.78460
H 15.17922 -6.25553 34.88784
H 8.34229 -0.31791 30.31630
H 15.18753 -6.06947 24.55784
H 9.04416 -1.32276 23.68775
H 8.75072 -7.10207 27.71272
H 9.99624 -0.00314 29.68282
H 11.03995 -4.42560 34.73411
H 2.11857 -6.18771 29.99651
H 8.74420 -3.92008 25.16913
H 12.64306 -5.33648 28.76469
H 7.01654 -5.84058 31.26552
H 10.45265 -7.82341 33.93177
H 9.69999 -1.85048 28.10167
H 11.94358 -3.43151 31.73444
H 8.04467 -2.42764 37.37512
H 3.58209 -5.34684 30.60109
H 8.61822 -2.64386 30.66154
H 7.33056 -6.43991 28.60557
H 0.54371 -3.36729 30.58032
H 8.58968 -9.45643 32.01850
H 11.91497 -3.12612 29.15789
H 14.91742 -3.65935 29.49022
H 9.46619 -4.37139 37.75849
H 4.50712 -3.36282 34.66602
H 12.86185 -10.77298 28.92717
H 10.82461 -3.89442 26.89291
H 4.01929 -4.36790 25.90586
H 8.32243 -1.36271 25.39756
H 9.85668 -5.99852 23.41283
H 10.20374 -5.39820 26.95327
H 8.10844 2.56589 28.04967
H 13.45796 -3.92827 33.94445
H 11.06742 -8.79938 32.43484
H 7.90283 -7.96580 30.29571
H 7.24284 -1.24977 27.50279
H 8.10746 -5.54018 27.23334
H 13.72748 -8.69670 24.99171
H 8.39611 2.19368 29.86825
H 8.56935 -11.22108 26.25349
H 13.44225 -11.07472 32.52600
H 8.66032 -9.79340 24.05601
H 14.89744 -8.68969 23.80474
H 8.41359 -3.53704 39.32243
H 14.00264 -5.55098 26.58463
H 16.74118 -4.57560 35.16574
H 4.77668 -3.00297 32.32661
H 13.42053 -4.64936 35.56395
H 7.32697 -1.02672 34.89921
H 9.76326 2.30379 28.65243
H 5.60434 -4.59601 26.71759
H 16.67464 -8.04360 25.29825
H 9.51902 -3.47820 29.64663
H 5.68134 -2.86803 35.83760
H 14.30435 -7.90649 21.70360
H 6.90223 -9.66623 24.27003
H 7.88100 -3.04314 27.57714
H 10.52862 -0.93672 37.98667
H 13.90229 -9.40151 29.26468
H 9.80425 -8.59594 28.82506
H 9.35738 -4.99348 34.28418
H 4.42243 -5.91859 26.68553
H 5.79241 -9.28787 31.78877
H 15.33638 -3.89343 35.76001
H 9.84590 -0.45250 25.06215
H 12.23244 -2.33528 27.24733
H 12.43736 -1.88243 31.17184
H 7.78197 -10.62298 27.58241
H 13.04937 -8.12887 27.31968
H 4.35014 -1.37128 32.72802
H 8.90674 -0.21079 38.09923
H 4.64386 -1.55050 29.66037
H 8.48994 -1.89375 39.76555
H 10.39928 -10.23332 28.37696
H 10.12160 -5.65847 35.78421
H 5.77977 -6.78164 30.46359
H 5.98387 -6.81704 32.28913
H 5.74645 -0.20056 29.86827
H 6.76119 -8.70427 27.90131
H 7.91982 -8.35321 33.31501
*
```

## Properties
SMILES string: COC[C@H](C)N.COC[C@H](C)N.COC[C@H](C)N.COC[C@H](C)N.COC[C@H](C)N.COC[C@H](C)N.COC[C@H](C)N.COC[C@H](C)N.COC[C@H](C)N.COC[C@H](C)N.COC[C@H](C)N.O
Largest force on an atom: 3.4 eV/A
Gap between HOMO and LUMO: 9.3863 eV

---

# 7
The following is a quantum chemistry calculation of a gas-phase ion, C22H18ClF2N2O4S (charge -1), from the Open Molecules 2025 dataset.

Structure (ORCA input):
```
! wB97M-V def2-TZVPD RIJCOSX def2/J DEFGRID3
* xyz -1 1
Cl -0.66210 -5.39700 -0.38570
S -1.45843 1.85709 0.71834
F 1.74657 -3.65041 -0.58866
F -4.13187 1.66737 1.71923
O -6.04453 0.93295 3.52744
O 1.35854 -1.50160 -3.10548
O 4.32116 0.26918 -2.37563
O -5.39652 0.80640 5.62061
N 1.51847 -0.56508 -0.35057
N 2.46878 -0.62131 -3.27680
C 2.78552 -0.21425 -4.63806
C 2.94735 -0.75752 -0.77377
C -3.25153 1.26549 2.66545
C 0.54840 -1.56814 -0.15621
C 0.94868 0.69158 -0.03812
C -1.77842 -3.02289 0.27528
C -1.90270 1.29849 2.32718
C 0.13487 -0.85560 -3.46136
C -0.91806 0.94634 3.27091
C -0.61019 -3.69392 -0.11560
C -3.69451 0.92459 3.98661
C -2.66475 0.58383 4.91337
C 0.58581 -2.94461 -0.29382
C 1.73404 1.98007 -0.05791
C 3.29291 -0.37028 -2.18893
C 1.18456 3.33514 -0.46955
C -0.64175 -0.89492 0.23316
C -1.77903 -1.63030 0.52241
C 1.89706 2.48280 -1.50438
C -1.30858 0.52315 4.53492
C -0.35921 0.54164 0.29131
C -5.14193 0.88105 4.40982
H 0.12180 0.96982 2.99936
H 0.03598 -0.75466 -4.52639
H 2.00903 0.46870 -5.05962
H 1.24593 2.02017 -2.24797
H 1.69648 4.15943 0.02992
H -2.73163 -1.18436 0.82384
H 0.12314 3.50905 -0.62812
H 2.71241 -1.06910 -5.29515
H 3.74998 0.25953 -4.74144
H -2.70856 -3.54481 0.41288
H 0.02819 0.12094 -3.01458
H -0.77914 -1.41551 -3.10807
H 3.14244 -1.82045 -0.68644
H 2.62569 1.99189 0.53741
H 2.88317 2.76246 -1.81659
H -2.90810 0.26220 5.91561
H -0.59117 0.21914 5.23858
H 3.61574 -0.25380 -0.06873
*
```

## Properties
SMILES string: CON(C)C(=O)Cn1c(C2CC2)c(Sc2cccc(C(=O)[O-])c2F)c2ccc(Cl)c(F)c21
Largest force on an atom: 2.9 eV/A
Gap between HOMO and LUMO: 6.3888 eV

---

# 8
The following is a quantum chemistry calculation of a molecular structure, C13H13Cl5F5MnN3O2PS3Te, from the Open Molecules 2025 dataset.

Structure (ORCA input):
```
! wB97M-V def2-TZVPD RIJCOSX def2/J DEFGRID3
* xyz -1 6
Te 3.31487 2.89043 -2.31746
Mn 0.80443 1.98224 -0.03687
Cl 2.66696 -2.32019 -1.19407
Cl 0.52270 -1.85671 -6.15256
Cl 2.38630 -3.36172 -4.14408
Cl -0.79370 1.61121 -2.20284
Cl -1.08030 0.64995 -5.16998
S -0.30806 3.74842 1.13112
S 1.49175 1.96646 2.59619
S -0.27369 3.85599 4.09295
P -0.59153 0.49067 1.13528
F 2.67488 4.74052 -2.61264
F 4.82786 2.41234 -1.08620
F 1.74451 2.53367 -3.38702
F 3.37136 0.96864 -2.50843
F 4.19708 2.88085 -4.07253
O 1.15046 0.06613 -0.66103
O 2.18318 2.79175 -0.79889
N -2.45614 -1.59187 0.93503
N -2.34134 -0.45194 3.06902
N -0.57187 -1.99275 2.41430
C 1.66653 -1.49956 -2.33573
C -3.20539 -1.06890 2.07238
C -1.52639 -2.56939 1.36978
C -0.01444 -0.17295 -4.10056
C 0.33745 -0.96750 1.81264
C -1.82477 -0.51496 0.15201
C -1.71324 0.79157 2.58371
C -1.39797 -1.39091 3.55710
C 0.12240 0.26455 -2.79426
C 0.69796 -1.28644 -4.53359
C 1.53032 -1.95521 -3.63616
C 1.00035 -0.34644 -1.88644
C 0.30190 3.22015 2.66848
H -1.90138 -2.23019 4.04128
H -2.49464 1.48813 2.27716
H -1.16389 1.26917 3.39537
H -3.91706 -0.32673 1.71586
H -3.75432 -1.89188 2.53799
H -2.04354 -3.40155 1.85151
H -1.33373 -0.94936 -0.71974
H -0.91198 -2.92906 0.54440
H 0.00339 -2.74865 2.78520
H 1.01497 -0.61080 2.58617
H -0.69453 -0.91680 4.24101
H -2.60683 0.15017 -0.21696
H 0.90909 -1.42055 1.00210
*
```

## Properties
Largest force on an atom: 1.3 eV/A
<S²>: 8.845
Gap between HOMO and LUMO (spin up / spin down): 5.4933 / 5.9664 eV